(1)
{
  "formula": "C45H53Cl4CsN9O6P",
  "method": "the ωB97M-V functional and the def2-TZVPD basis",
  "elements": ["Cs", "C", "C", "N", "C", "C", "N", "C", "C", "C", "N", "C", "C", "N", "C", "H", "H", "H", "H", "H", "H", "H", "H", "H", "H", "H", "H", "H", "H", "H", "H", "H", "H", "H", "H", "H", "H", "H", "H", "C", "C", "O", "C", "C", "C", "C", "C", "C", "O", "H", "H", "H", "H", "H", "H", "H", "Cl", "C", "C", "Cl", "C", "Cl", "C", "O", "C", "O", "C", "Cl", "O", "C", "O", "C", "C", "C", "N", "C", "C", "N", "C", "N", "N", "N", "C", "C", "C", "C", "C", "C", "H", "H", "H", "H", "H", "H", "H", "H", "H", "H", "H", "C", "P", "C", "C", "C", "C", "C", "C", "C", "H", "H", "H", "H", "H", "H", "H", "H", "H", "H", "H"],
  "coordinates": [[0.832438, 0.112080, 1.961879], [-2.340696, 4.083778, 2.378561], [-0.866263, 4.448142, 2.404198], [0.080881, 3.755230, 1.467094], [0.280367, 4.435589, 0.194459], [-0.913094, 4.425705, -0.718971], [-1.595322, 3.125929, -0.880612], [-2.415815, 3.059138, -2.128994], [-3.268183, 1.789790, -2.244960], [-4.425148, 1.518098, -1.275682], [-4.035024, 1.402273, 0.121661], [-5.080390, 1.238573, 1.042941], [-4.805200, 1.914353, 2.391750], [-3.441847, 1.796306, 2.836156], [-2.819081, 3.003174, 3.422915], [-2.616335, 3.881920, 1.339276], [-2.847509, 5.019101, 2.628748], [-0.496601, 4.187281, 3.419473], [-0.769874, 5.530067, 2.286587], [0.972206, 3.603929, 1.942151], [1.115744, 3.919491, -0.291852], [0.570706, 5.527364, 0.265920], [-0.548996, 4.825596, -1.678226], [-1.681669, 5.175152, -0.380371], [-0.887204, 2.385564, -0.874377], [-1.749864, 3.059860, -2.990109], [-3.080379, 3.920249, -2.221400], [-2.622383, 0.933835, -2.147027], [-3.687757, 1.718051, -3.238704], [-4.875638, 0.568677, -1.563542], [-5.254220, 2.246754, -1.383476], [-3.265279, 1.964568, 0.426542], [-5.214629, 0.141364, 1.237646], [-6.034504, 1.563285, 0.623409], [-5.475406, 1.507061, 3.202470], [-5.039934, 3.011805, 2.274228], [-3.176739, 0.942595, 3.305854], [-1.973982, 2.679209, 4.033586], [-3.536600, 3.498334, 4.109033], [5.370190, 0.744111, 0.986617], [4.397493, -0.328466, 0.778736], [3.179554, -0.116741, 0.778680], [4.986243, -1.593669, 0.507059], [6.367778, -1.861500, 0.625946], [6.888118, -3.047615, 0.124321], [6.048582, -4.075381, -0.326900], [4.676373, -3.948625, -0.230614], [4.083322, -2.747867, 0.216272], [2.831488, -2.693831, 0.305936], [4.832592, 1.678168, 1.212524], [5.977218, 0.897221, 0.103133], [6.067443, 0.620849, 1.843271], [7.004048, -1.072516, 1.045551], [7.937354, -3.129794, 0.027196], [6.532092, -4.936403, -0.793969], [4.047550, -4.824544, -0.500933], [2.804951, 3.058716, 8.738927], [2.992346, 2.614257, 7.074522], [4.343883, 2.572569, 6.524813], [5.580314, 3.233672, 7.501774], [4.628670, 1.972997, 5.309080], [6.255168, 1.995043, 4.682107], [3.463362, 1.372735, 4.608720], [3.581549, 0.427230, 3.843411], [2.061994, 1.937782, 4.962768], [1.289060, 2.084374, 4.020151], [1.891245, 2.313292, 6.339151], [0.342058, 2.575588, 6.992408], [1.076494, -5.189714, -5.600930], [0.483469, -4.831182, -4.679365], [0.282122, -5.363384, 6.118913], [1.420183, -5.357557, 6.091406], [-2.912491, -2.570641, 2.330589], [-1.856976, -3.219714, 1.493220], [-0.615473, -2.770832, 1.339892], [0.041197, -3.734982, 0.567160], [-0.784496, -4.788689, 0.287209], [-2.037702, -4.446370, 0.757695], [-3.292410, -5.223242, 0.748100], [-4.400126, -4.646618, -0.124746], [-5.681776, -4.929455, 0.406696], [-6.547831, -5.012210, -0.538921], [-5.933673, -4.795318, -1.785079], [-6.407558, -5.059786, -3.082459], [-5.519334, -5.075762, -4.139979], [-4.178271, -4.789379, -3.921289], [-3.657154, -4.645111, -2.643329], [-4.528453, -4.696698, -1.569095], [-2.313274, -2.133671, 3.178625], [-3.737640, -3.286415, 2.666604], [-3.393546, -1.720774, 1.801775], [1.104609, -3.598911, 0.341940], [-0.526482, -5.773802, -0.150060], [-3.723708, -5.241648, 1.755320], [-3.030572, -6.247201, 0.460820], [-7.464856, -5.335912, -3.229878], [-5.898470, -5.354613, -5.140916], [-3.453528, -4.843958, -4.740964], [-2.556498, -4.605077, -2.461892], [1.051976, 3.077882, -5.276029], [1.226983, 1.955364, -3.852599], [0.419051, 0.484602, -4.533554], [2.985587, 1.620516, -3.935221], [3.494561, 0.337738, -4.023913], [4.877830, 0.178221, -4.132543], [5.725407, 1.283669, -4.314558], [5.196361, 2.558276, -4.094767], [3.836706, 2.711175, -3.860437], [1.453909, 4.051349, -4.991767], [-0.023233, 3.225138, -5.508884], [1.588956, 2.693715, -6.143913], [0.782996, 0.179060, -5.514955], [-0.641860, 0.734710, -4.605952], [0.462446, -0.299523, -3.759157], [2.841863, -0.500684, -3.879561], [5.275800, -0.848398, -4.306205], [6.764133, 1.116818, -4.584371], [5.811503, 3.416738, -4.230762], [3.440441, 3.671290, -3.586792]],
  "forces_ev_per_a": [[-0.100, 0.129, 0.510], [-0.439, -0.090, 0.022], [1.630, -0.899, 0.718], [-0.910, 0.561, 0.341], [0.560, 0.047, 0.578], [-1.412, 0.296, -0.434], [-0.240, 0.326, -0.482], [0.256, -0.530, 0.831], [-0.142, -0.155, 0.794], [0.069, 0.509, 0.704], [0.715, 0.076, -1.497], [-0.409, -1.598, 1.146], [-0.648, 0.682, 0.708], [1.074, 0.855, -0.346], [-0.241, -0.100, -0.652], [-0.244, -0.464, 0.204], [-0.203, 0.008, 0.053], [0.008, 0.311, -0.507], [0.089, 0.222, -0.093], [-0.384, -0.033, 0.012], [-0.050, 0.075, -0.096], [-0.095, -0.712, 0.223], [-0.049, -0.104, -0.169], [0.539, -0.617, -0.092], [-0.345, 0.222, -0.132], [0.157, 0.208, -0.416], [0.176, 0.259, 0.330], [0.560, -0.467, 0.006], [-0.076, 0.197, -0.477], [-0.049, -0.266, -0.205], [0.229, 0.217, -0.150], [0.304, 0.411, 0.031], [-0.162, 0.427, -0.001], [-0.279, 0.305, 0.095], [0.019, 0.374, -0.899], [0.301, -0.962, 0.224], [-0.313, 0.155, 0.011], [0.070, 0.031, -0.114], [0.225, -0.161, -0.143], [0.581, 2.488, 1.195], [-0.882, -0.251, 0.322], [1.298, 0.402, -0.569], [-0.524, -2.994, 0.236], [-0.715, 0.282, -0.780], [-0.323, 0.624, 0.390], [-0.236, 0.399, -0.121], [1.320, -1.721, -0.654], [-0.442, 1.234, 0.144], [-0.255, 0.060, 0.006], [0.120, -0.280, -0.143], [0.165, 0.004, -0.337], [-0.600, -0.283, -0.437], [-0.036, -0.499, -0.398], [1.035, -0.305, 0.122], [-0.317, -0.060, 0.254], [0.213, 0.906, 0.186], [-0.007, 0.162, 0.585], [4.546, 0.573, 0.319], [-2.999, 0.273, 1.624], [0.998, 0.299, 0.500], [-2.453, -0.175, -0.623], [-0.195, -0.369, -0.241], [0.906, 1.323, 2.660], [-0.195, -1.074, -2.285], [3.638, 0.202, 2.688], [-3.091, -0.121, -2.277], [-0.142, -1.144, -3.226], [-1.414, 0.235, 0.025], [-1.620, 1.002, 2.562], [1.606, -0.994, -2.545], [1.557, 0.023, -0.052], [-1.555, -0.014, 0.041], [-0.187, 0.133, 0.449], [0.757, -1.142, -1.621], [-1.585, -1.399, -0.269], [0.192, 0.013, 0.468], [0.604, -0.148, -0.751], [-1.424, 1.238, 1.820], [0.700, 1.022, -0.330], [-0.386, -1.427, -1.101], [0.571, 0.224, -2.006], [0.607, 0.735, 0.471], [1.573, -1.292, 0.554], [-0.930, -0.122, 0.452], [-0.906, 0.075, -0.378], [1.194, -0.535, 0.016], [1.546, -0.032, 0.318], [-1.437, 0.595, 2.141], [-1.036, -0.486, -0.508], [1.273, 1.008, -0.247], [0.208, -0.488, 0.201], [-0.268, -0.094, 0.058], [-0.507, 0.953, 0.189], [0.006, 0.028, -0.356], [-0.247, 0.214, -0.209], [0.604, 0.290, 0.110], [0.393, 0.354, 0.651], [-0.406, 0.153, 0.207], [-1.021, 0.190, -0.308], [-0.433, 0.400, -0.238], [-0.881, 0.555, 0.977], [-0.289, -0.384, 0.518], [-0.237, -0.125, 0.112], [1.051, 0.361, 0.477], [0.411, -0.782, -1.267], [-0.798, -0.419, 0.506], [-0.188, -0.789, -0.486], [0.635, -0.188, -0.060], [0.027, -0.001, -0.172], [0.571, -0.149, 0.097], [-0.071, 0.090, -0.149], [0.111, -0.248, 0.100], [-0.007, 0.051, -0.119], [0.160, -0.022, -0.576], [-0.093, -0.407, -0.271], [-0.248, 0.900, 0.490], [-0.108, 0.164, 0.186], [0.446, 0.566, 0.254], [-0.117, 0.421, -0.206]],
  "mulliken_charge": [0.862, 0.042, -1.020, 0.180, -1.114, -0.689, 0.393, -0.446, -0.705, -0.939, 0.299, -0.618, -0.828, 0.018, -0.916, -0.085, 0.337, 0.423, 0.266, 0.153, 0.476, 0.281, 0.433, 0.283, -0.033, -0.023, 0.391, 0.259, 0.437, 0.354, 0.379, 0.076, 0.145, 0.395, 0.350, 0.305, 0.174, 0.504, 0.191, -1.600, 0.964, -0.525, 0.221, -0.507, -0.733, -0.363, -0.307, 0.015, -0.673, 0.313, 0.535, 0.226, 0.296, 0.397, 0.312, 0.305, -0.302, 0.226, 0.117, -0.290, -0.048, -0.298, 0.388, -0.641, -0.227, -0.339, -0.243, -0.312, -0.231, 0.228, -0.162, 0.165, -0.661, 0.085, 0.055, -0.608, -0.590, 0.492, -1.113, 0.829, -0.428, -0.619, -0.104, -0.347, -0.457, -0.471, -0.546, 0.713, 0.301, 0.302, -0.035, 0.569, 0.390, 0.520, 0.316, 0.386, 0.319, 0.353, 0.425, -1.406, 0.809, -1.402, 0.583, -0.412, -0.423, -0.606, -0.463, -0.753, 0.372, 0.390, 0.435, 0.409, 0.375, 0.362, 0.331, 0.323, 0.379, 0.426, 0.302],
  "total_charge": -2,
  "homo_energy_ev": 0.6927
}

(2)
{
  "formula": "C2H4NO2",
  "method": "the ωB97M-V functional and the def2-TZVPD basis",
  "elements": ["C", "C", "N", "O", "O", "H", "H", "H", "H"],
  "coordinates": [[0.570846, -1.163522, -0.415782], [-2.825931, 0.113515, -0.141643], [-1.950989, 0.917357, 0.022115], [-3.406998, -0.892303, -0.123725], [0.069184, -0.598243, 0.553847], [0.491044, -0.706078, -1.394309], [1.188297, -1.957206, -0.398634], [-2.103569, 1.902537, -0.084712], [-0.820329, 0.326744, 0.247271]],
  "forces_ev_per_a": [[-1.573, 3.894, -0.374], [-3.176, -5.797, 0.546], [3.411, 2.387, 0.156], [0.397, 2.325, -0.591], [-0.556, -0.105, -0.514], [-0.483, 0.083, -0.506], [1.994, -3.153, 1.007], [0.147, 0.601, -0.008], [-0.161, -0.235, 0.283]],
  "mulliken_charge": [0.038, 0.641, -0.317, -0.215, -0.403, 0.229, 0.336, 0.254, 0.437],
  "total_charge": 1,
  "homo_energy_ev": -17.2004
}

(3)
{
  "formula": "C4H13N2",
  "method": "the ωB97M-V functional and the def2-TZVPD basis",
  "elements": ["C", "C", "C", "C", "N", "N", "H", "H", "H", "H", "H", "H", "H", "H", "H", "H", "H", "H", "H"],
  "coordinates": [[1.136457, -2.004281, 0.087939], [0.416238, -0.689388, 0.328556], [-0.923954, -0.591419, -0.364909], [-1.241291, 0.856794, -0.609899], [-0.711159, 1.660215, 0.531919], [1.186242, 0.536250, -0.001461], [0.785009, -2.524999, -0.777993], [1.037026, -2.684135, 0.911317], [2.199807, -1.901378, -0.058242], [0.262509, -0.591518, 1.397832], [-1.645800, -1.120416, 0.227189], [-0.828581, -1.099005, -1.327574], [-0.753762, 1.250858, -1.475160], [-2.280435, 1.049423, -0.757689], [-1.025822, 2.629914, 0.540879], [0.374864, 1.358962, 0.415822], [-0.998327, 1.261042, 1.401451], [1.417810, 0.567511, -0.991982], [2.067078, 0.517319, 0.446851]],
  "forces_ev_per_a": [[0.321, 0.019, -0.029], [0.600, -0.375, 0.475], [0.697, -0.222, -0.762], [-0.615, 0.635, 0.600], [-3.138, 1.507, 0.446], [2.142, -1.974, -1.524], [-0.383, -0.197, -0.641], [-0.251, -0.273, 0.532], [0.457, 0.350, 0.035], [-0.057, -0.043, 0.328], [-0.604, -0.122, 0.170], [-0.301, 0.009, 0.014], [0.433, 0.079, -0.652], [-0.782, 0.019, 0.042], [0.171, -0.116, -0.206], [0.868, 0.925, -0.269], [-0.595, -0.207, 0.763], [-0.130, 0.051, -0.087], [1.166, -0.066, 0.765]],
  "mulliken_charge": [-1.393, 0.180, -0.580, -0.893, -0.365, -0.455, 0.368, 0.354, 0.382, 0.303, 0.330, 0.384, 0.380, 0.433, 0.285, 0.471, 0.279, 0.254, 0.280],
  "total_charge": 1,
  "homo_energy_ev": -14.9943
}

Computed M, in the same sequence as the records: 1121.667, 74.059, 89.162 u.
Computed maximum force, in the same sequence as the records: 4.6, 6.6, 3.5 eV Å⁻¹.
Computed HOMO-LUMO gap, in the same sequence as the records: 2.01, 11.86, 12.03 eV.